--- P ---
Computed, not measured: 7 unconnected molecules or ions with the total composition C14H42O7, with ωB97M-V/def2-TZVPD.

Output
- Total charge: 0
- Frontier orbital gap: 10.1 eV

Element x y z (Å)
C -3.87 2.30 -2.18
C -2.77 1.83 -3.21
O -3.37 1.12 -4.26
H -4.30 1.45 -1.64
H -4.64 2.93 -2.62
H -3.34 2.93 -1.41
H -2.06 1.15 -2.69
H -2.15 2.61 -3.64
H -3.64 0.29 -3.86
C -1.59 -2.04 -3.56
C -2.70 -2.45 -2.61
O -3.80 -1.58 -2.81
H -1.95 -1.93 -4.59
H -0.79 -2.81 -3.53
H -1.17 -1.06 -3.21
H -2.34 -2.31 -1.58
H -3.02 -3.48 -2.79
H -4.56 -1.90 -2.33
C -1.40 1.56 3.55
C -2.83 1.77 3.97
O -3.37 0.58 4.50
H -1.31 0.85 2.73
H -0.76 1.15 4.36
H -1.00 2.53 3.20
H -3.45 2.11 3.12
H -2.82 2.53 4.76
H -4.32 0.58 4.63
C -0.30 -2.47 1.50
C 0.49 -3.39 0.67
O 0.47 -2.90 -0.75
H -1.29 -2.46 1.02
H 0.11 -1.45 1.53
H -0.37 -2.84 2.52
H 0.03 -4.38 0.72
H 1.50 -3.48 1.12
H 1.20 -3.35 -1.22
C 0.10 2.01 -0.14
C 0.19 0.67 -0.86
O 1.15 -0.18 -0.25
H 0.97 2.60 -0.39
H 0.07 1.90 0.95
H -0.75 2.62 -0.46
H 0.34 0.90 -1.89
H -0.81 0.24 -0.75
H 0.89 -1.09 -0.51
C 3.26 0.84 2.47
C 2.55 1.58 3.60
O 2.50 0.80 4.78
H 2.73 -0.09 2.23
H 4.26 0.60 2.83
H 3.32 1.53 1.61
H 1.50 1.74 3.29
H 3.00 2.56 3.76
H 1.90 1.23 5.41
C 5.84 -0.57 -2.08
C 4.53 -0.66 -1.37
O 3.75 0.47 -1.59
H 6.45 0.29 -1.77
H 5.65 -0.47 -3.16
H 6.44 -1.48 -1.94
H 4.72 -0.81 -0.27
H 4.03 -1.61 -1.70
H 2.89 0.41 -1.17

Atom charges from the Löwdin analysis, given in e for atoms 1 to 8: number 1, C, carries -0.0687; number 2, C, carries -0.3169; number 3, O, carries -0.0846; number 4, H, carries 0.0613; number 5, H, carries 0.0618; number 6, H, carries 0.0661; number 7, H, carries 0.0841; number 8, H, carries 0.1071


--- Q ---
Computed, not measured: 7 unconnected molecules or ions with the total composition C14H42O7, with ωB97M-V/def2-TZVPD.

Output
- Total charge: 0
- Frontier orbital gap: 10.0 eV

Element x y z (Å)
C 9.72 17.19 45.16
C 10.57 16.92 46.55
O 10.15 17.93 47.46
H 10.36 17.74 44.45
H 8.69 17.54 45.44
H 9.54 16.29 44.64
H 11.76 16.75 46.41
H 10.33 15.86 46.91
H 10.79 18.18 47.98
C 12.42 15.17 41.06
C 13.84 15.41 40.63
O 13.91 16.52 39.86
H 11.89 14.86 40.10
H 12.10 15.86 41.70
H 12.35 14.44 41.70
H 14.18 14.52 40.29
H 14.63 15.67 41.23
H 14.97 16.55 39.64
C 13.06 14.65 44.36
C 13.72 14.17 45.70
O 13.16 12.96 46.19
H 13.30 13.94 43.62
H 13.34 15.62 44.03
H 11.88 14.81 44.61
H 13.76 14.92 46.46
H 14.70 13.93 45.82
H 13.82 12.82 46.93
C 16.77 12.08 46.77
C 16.39 11.51 48.16
O 15.00 11.48 48.06
H 16.46 13.04 46.62
H 16.37 11.48 46.02
H 17.82 12.20 46.55
H 16.63 12.26 48.89
H 17.06 10.61 48.20
H 14.63 11.07 48.94
C 14.47 14.54 49.56
C 13.96 15.98 49.64
O 15.07 16.85 49.69
H 15.06 14.57 50.33
H 14.81 14.41 48.49
H 13.72 13.83 49.55
H 13.69 16.09 50.58
H 13.28 16.09 48.97
H 15.04 17.24 50.54
C 10.20 11.10 42.79
C 11.08 11.49 43.88
O 10.61 12.66 44.47
H 10.29 11.86 41.98
H 9.25 10.92 43.21
H 10.46 10.12 42.30
H 12.18 11.60 43.51
H 11.21 10.77 44.74
H 11.14 12.89 45.09
C 16.22 13.23 42.69
C 16.23 11.70 42.91
O 16.20 11.15 41.68
H 16.21 13.66 43.49
H 15.44 13.64 41.90
H 17.07 13.49 42.09
H 15.22 11.52 43.41
H 17.20 11.62 43.64
H 16.48 10.14 41.64

Atom charges from the Löwdin analysis, given in e for atoms 1 to 8: number 1, C, carries -0.0618; number 2, C, carries -0.2729; number 3, O, carries -0.0346; number 4, H, carries 0.0642; number 5, H, carries 0.0848; number 6, H, carries 0.0203; number 7, H, carries 0.1292; number 8, H, carries 0.1008


P comes first in stability; the runner-up is 214.3 kcal/mol higher.